Entry 1:
Computed, not measured: a 2-piece molecular cluster, C5H14N2O overall in a non-equilibrium geometry, with ωB97M-V with the def2-TZVPD basis set.

CARTESIAN COORDINATES (ANGSTROEM)
C: -1.11 -2.51 2.23
C: -0.18 -1.77 1.24
C: -0.25 -0.26 1.56
C: 0.67 0.69 0.78
N: 1.01 2.85 -0.85
C: 0.39 1.66 -1.33
N: 0.23 0.63 -0.63
H: -0.82 -3.54 2.46
H: -1.11 -1.98 3.17
H: -2.09 -2.57 1.76
H: 0.86 -2.08 1.28
H: -0.59 -1.89 0.24
H: 0.02 -0.20 2.63
H: -1.28 0.09 1.54
H: 1.73 0.43 0.84
H: 0.43 1.68 1.15
H: 0.88 3.63 -1.49
H: 2.03 2.78 -0.73
H: 0.06 1.71 -2.36
H: -0.87 -1.75 -2.80
H: -0.40 -0.64 -1.82
O: -0.66 -0.83 -2.75

Summary:
* ΔE to the lowest compared entry with this formula, charge and spin: 38.5 kcal per mole
* highest occupied orbital energy: -9.74 eV
* M: 118.180 g mol⁻¹

***

Entry 2:
Computed, not measured: a 3-piece molecular cluster, C5H14N2O overall in a non-equilibrium geometry, with ωB97M-V with the def2-TZVPD basis set.

CARTESIAN COORDINATES (ANGSTROEM)
C: 0.51 -1.49 -0.61
C: -0.15 1.00 0.05
C: 0.42 0.07 0.90
C: -1.61 1.03 -0.30
C: 0.09 2.34 1.78
N: 1.47 -1.13 -1.59
N: -0.73 -1.89 -1.17
O: 1.03 -2.52 0.19
H: 1.93 -2.25 0.44
H: 0.51 1.46 -0.68
H: 1.76 -1.95 -2.13
H: 1.07 -0.46 -2.23
H: -0.60 -2.72 -1.75
H: -1.38 -2.14 -0.44
H: 1.48 0.11 1.08
H: -0.20 -0.41 1.65
H: -2.21 0.51 0.45
H: -1.77 0.57 -1.28
H: -1.96 2.06 -0.37
H: 0.61 2.03 2.69
H: -0.92 2.64 2.06
H: 0.64 3.12 1.25

Summary:
* ΔE to the lowest compared entry with this formula, charge and spin: 131.6 kcal per mole
* highest occupied orbital energy: -6.55 eV
* M: 118.180 g mol⁻¹

***

Entry 3:
Computed, not measured: a 2-piece molecular cluster, C5H14N2O overall, with ωB97M-V with the def2-TZVPD basis set.

CARTESIAN COORDINATES (ANGSTROEM)
C: 1.54 2.67 0.37
O: 1.90 1.85 1.47
C: 0.59 1.88 -0.49
C: -0.61 2.30 -0.85
H: 2.43 2.95 -0.20
H: 1.04 3.60 0.69
H: 2.34 2.39 2.13
H: 0.91 0.86 -0.68
H: -1.32 1.70 -1.39
H: -0.95 3.29 -0.58
C: 0.56 -2.38 -0.72
N: -0.12 -2.33 0.57
C: -1.56 -2.10 0.42
N: -1.92 -0.71 0.23
H: 1.63 -2.50 -0.56
H: 0.19 -3.18 -1.38
H: 0.42 -1.42 -1.22
H: 0.00 -3.23 1.03
H: -2.07 -2.44 1.32
H: -1.96 -2.68 -0.42
H: -1.45 -0.15 0.94
H: -1.59 -0.38 -0.67

Summary:
* ΔE to the lowest compared entry with this formula, charge and spin: 63.2 kcal per mole
* highest occupied orbital energy: -8.97 eV
* M: 118.180 g mol⁻¹

***

Entry 4:
Computed, not measured: a 2-piece molecular cluster, C5H14N2O overall in a non-equilibrium geometry, with ωB97M-V with the def2-TZVPD basis set.

CARTESIAN COORDINATES (ANGSTROEM)
C: 1.46 -0.13 0.67
C: -2.01 -0.09 -0.16
C: 1.36 -1.52 0.06
C: 0.86 -0.07 2.08
C: -1.14 1.10 -0.35
N: -1.12 2.06 0.46
H: 2.51 0.17 0.72
H: -0.51 2.83 0.20
H: -1.76 -0.85 -0.89
H: -1.89 -0.46 0.85
H: -3.05 0.20 -0.29
H: 1.79 -1.53 -0.94
H: 0.32 -1.83 -0.02
H: 1.89 -2.24 0.66
H: 0.72 0.96 2.39
H: 1.52 -0.57 2.80
H: -0.10 -0.57 2.11
N: -0.62 0.19 -2.55
O: -0.42 1.22 -1.57
H: 0.99 0.59 -0.03
H: -1.09 0.64 -3.34
H: 0.31 -0.09 -2.85

Summary:
* ΔE to the lowest compared entry with this formula, charge and spin: 74.1 kcal per mole
* highest occupied orbital energy: -10.03 eV
* M: 118.180 g mol⁻¹

***

Entry 5:
Computed, not measured: one molecule with the formula C5H14N2O in a non-equilibrium geometry, with ωB97M-V with the def2-TZVPD basis set.

CARTESIAN COORDINATES (ANGSTROEM)
C: -1.12 -0.62 -0.26
N: -0.48 0.28 0.77
C: 0.45 -0.10 1.78
C: 1.76 -0.69 1.25
C: 2.19 0.09 -0.11
O: 1.78 -0.53 -1.31
C: -1.52 0.28 -1.56
N: -2.80 0.87 -1.16
H: -2.09 -1.02 0.14
H: -0.42 -1.30 -0.68
H: -1.11 0.94 0.95
H: 0.87 0.91 2.24
H: 0.13 -0.71 2.74
H: 2.62 -0.56 1.99
H: 1.58 -1.73 1.06
H: 3.20 0.35 -0.18
H: 1.51 1.01 -0.05
H: 1.54 -1.42 -1.23
H: -1.50 -0.20 -2.45
H: -0.82 1.14 -1.69
H: -2.52 1.59 -0.38
H: -3.26 1.42 -1.85

Summary:
* ΔE to the lowest compared entry with this formula, charge and spin: 92.5 kcal per mole
* highest occupied orbital energy: -8.52 eV
* M: 118.180 g mol⁻¹

***

Entry 6:
Computed, not measured: C5H14N2O as an isolated structure in a non-equilibrium geometry, with ωB97M-V with the def2-TZVPD basis set.

CARTESIAN COORDINATES (ANGSTROEM)
C: 0.22 -0.46 -0.25
C: 0.11 0.40 0.87
C: -1.91 0.31 0.57
C: 0.11 0.08 -1.65
C: -0.03 -1.93 -0.07
N: 0.39 1.78 0.83
N: 2.29 -0.28 0.26
O: -2.32 1.62 0.43
H: -1.64 2.18 0.87
H: 0.21 -0.04 1.85
H: 0.67 2.12 -0.08
H: 1.11 2.00 1.51
H: 2.73 0.12 -0.57
H: 2.62 -1.24 0.29
H: -2.37 -0.26 -0.23
H: -2.17 -0.14 1.53
H: 0.74 -2.50 -0.59
H: -0.88 0.49 -1.85
H: 0.83 0.89 -1.82
H: 0.31 -0.70 -2.39
H: -0.02 -2.22 0.98
H: -0.99 -2.23 -0.50

Summary:
* ΔE to the lowest compared entry with this formula, charge and spin: 120.3 kcal per mole
* highest occupied orbital energy: -7.28 eV
* M: 118.180 g mol⁻¹

***

Entry 7:
Computed, not measured: a 2-piece molecular cluster, C5H14N2O overall, with ωB97M-V with the def2-TZVPD basis set.

CARTESIAN COORDINATES (ANGSTROEM)
C: 0.97 -0.84 2.29
O: 1.19 -1.07 3.69
C: -0.05 -1.81 1.80
C: -1.14 -1.44 1.15
H: 1.92 -1.02 1.76
H: 0.66 0.19 2.09
H: 1.98 -0.58 3.95
H: 0.24 -2.85 1.88
H: -1.82 -2.17 0.71
H: -1.36 -0.40 0.96
N: 0.24 0.64 -3.84
C: -0.32 0.51 -2.49
C: -0.16 1.82 -1.73
N: -0.79 1.67 -0.40
H: -0.39 1.21 -4.40
H: 0.23 -0.26 -4.30
H: 0.20 -0.27 -1.94
H: -1.39 0.26 -2.49
H: 0.91 1.98 -1.56
H: -0.53 2.67 -2.31
H: -0.48 2.45 0.18
H: -1.79 1.82 -0.50

Summary:
* ΔE to the lowest compared entry with this formula, charge and spin: 59.8 kcal per mole
* highest occupied orbital energy: -9.47 eV
* M: 118.180 g mol⁻¹

***

Entry 8:
Computed, not measured: a 2-piece molecular cluster, C5H14N2O overall, with ωB97M-V with the def2-TZVPD basis set.

CARTESIAN COORDINATES (ANGSTROEM)
C: -1.63 0.21 -0.30
C: -2.33 -1.04 -0.03
C: -2.28 1.55 -0.10
O: -1.35 -0.55 0.90
H: -0.80 0.18 -1.01
H: -3.35 -1.02 0.33
H: -2.04 -1.95 -0.56
H: -3.07 1.49 0.65
H: -1.55 2.29 0.22
H: -2.72 1.89 -1.04
C: 2.24 -0.30 -0.17
C: 1.97 0.85 0.79
N: 1.86 -0.21 -1.52
N: 1.29 -1.60 0.19
H: 3.25 -0.69 0.00
H: 1.09 -1.46 -0.94
H: 1.51 0.71 -1.76
H: 0.45 -1.34 0.72
H: 1.73 -2.44 0.56
H: 2.14 0.55 1.83
H: 0.94 1.20 0.70
H: 2.64 1.67 0.55

Summary:
* ΔE to the lowest compared entry with this formula, charge and spin: 108.9 kcal per mole
* highest occupied orbital energy: -7.18 eV
* M: 118.180 g mol⁻¹

***

Which value of ΔE to the lowest compared entry with this formula, charge and spin does entry 8 give?
108.9 kcal per mole

***

ΔE to the lowest compared entry with this formula, charge and spin of number 1 (C5H14N2O)?
38.5 kcal per mole

***

Among the records above, which one has the lowest highest occupied orbital energy?
number 4